No. 1
ORCA calculation (the ωB97M-V functional and the def2-TZVPD basis) on C35H43AsN4O2RuS7 as an isolated structure at a distorted geometry.

Calculated values
- total charge = -1
- HOMO energy (alpha / beta) (eV) = -3.5374 / -3.6839
- spin multiplicity = 6
- Kohn-Sham gap (alpha / beta) (eV) = 5.67 / 2.77
- ⟨S²⟩ = 8.800
- DFT total energy (eV) = -186315.113

Structure (XYZ):
```
93
Properties=species:S:1:pos:R:3:forces:R:3
C -8.327 -0.431 -0.887 0.53 0.04 -1.07
H 6.033 0.258 0.528 -0.43 -0.81 -0.09
H 6.918 -1.277 0.686 -0.96 0.24 0.35
H -0.613 -3.797 2.878 -0.03 -0.08 0.72
H 3.058 -2.808 -3.629 -0.02 0.05 -0.11
S -0.923 -0.644 3.313 1.88 0.51 0.20
H 3.921 -3.101 2.278 -0.89 -0.34 0.11
C -4.422 2.933 -1.101 1.61 0.32 0.09
C -6.230 -0.129 -2.067 0.69 1.18 -0.03
Ru 0.741 0.080 1.411 -0.80 -0.41 -0.07
H 0.662 2.842 3.920 -0.43 0.55 -0.79
H -7.247 2.769 -0.558 0.25 -0.52 0.09
N 2.690 -0.031 -0.005 0.11 -0.20 -0.48
N -4.359 1.593 -3.088 -0.96 0.41 1.53
C 2.788 2.257 0.593 -0.32 -2.77 -0.04
S -4.144 -0.797 0.484 -0.22 0.60 0.73
H 3.051 1.474 -2.169 -0.88 -1.14 -0.55
S -2.122 2.007 -4.469 -0.29 -0.09 -0.02
H -0.639 -2.921 -1.384 -0.34 -0.04 0.04
H -5.365 -0.470 -2.674 -0.98 -0.09 0.50
H 4.939 -3.986 -2.674 -0.37 0.27 0.75
H 1.432 -5.894 0.418 -0.02 0.92 0.47
H 5.618 -3.372 1.873 -0.87 1.15 0.68
As 0.544 -3.476 0.730 -0.56 -1.49 1.07
H 4.372 1.130 -0.421 -0.66 0.02 0.12
O -6.072 -0.684 2.343 -2.72 -0.10 -0.20
H 0.579 -0.154 -4.418 -0.35 0.39 0.00
H -2.098 3.587 2.138 -0.65 -0.18 0.51
H 1.005 4.604 3.805 -0.60 -0.68 -0.20
N 1.528 2.214 1.193 0.94 0.02 -0.19
C -8.280 0.893 -0.520 1.17 0.01 -0.26
H 0.379 5.955 2.154 0.71 0.60 -0.01
H 4.139 3.771 -0.193 -0.65 -0.03 0.38
H -9.154 -1.035 -0.576 -0.27 -0.34 0.04
C 1.178 3.508 1.335 1.20 -0.05 -1.69
C -2.506 -0.488 1.057 -0.01 -0.48 2.11
C 1.789 -4.970 0.958 -1.20 -1.05 -1.15
C 4.771 -1.418 1.333 -0.41 -0.45 -1.84
C -3.232 2.247 -3.248 0.69 0.91 0.70
O 1.370 -2.143 1.227 0.29 0.42 0.00
C 3.354 1.058 0.022 0.15 1.22 0.56
C 1.194 -0.925 -3.987 1.60 -0.39 -0.40
H 1.743 1.567 -3.328 0.53 -0.16 -0.19
C -1.273 3.041 1.718 -0.07 -0.12 -0.69
H -1.258 -5.018 1.674 0.33 0.23 0.24
C 6.086 -0.669 1.141 1.09 0.57 -0.95
H 3.327 0.808 -3.725 -0.05 -0.33 -0.58
H 0.619 -1.855 -3.993 0.05 0.08 0.58
H -0.560 5.653 0.725 0.16 -0.30 -0.94
C -6.123 1.216 -1.584 -1.74 -1.76 0.21
H -9.086 1.317 0.006 -0.81 0.44 0.74
H -1.839 -3.343 1.676 0.27 0.12 0.10
H 4.007 -0.764 1.735 0.00 0.29 0.07
C 4.234 -1.907 -0.064 0.30 1.67 0.88
H -0.718 -4.698 -0.953 0.28 0.49 -0.25
C -7.339 -0.917 -1.756 1.05 0.87 0.76
H 2.138 5.415 0.683 0.00 0.03 0.00
H -1.279 5.692 2.255 -0.51 -0.32 0.39
H -7.285 -1.932 -2.073 -0.35 -0.62 -0.21
C 3.274 -1.106 -0.711 -0.11 -0.74 0.36
C -0.396 5.344 1.736 -0.16 1.06 0.58
C 1.859 -0.429 -2.676 -0.90 -1.05 1.42
N -4.980 1.980 -1.911 -0.34 -1.18 -1.43
C -4.921 -0.604 2.108 1.71 -0.21 -0.28
S -1.225 -0.463 -0.127 0.25 0.20 0.26
C 2.540 0.878 -2.984 0.08 2.27 0.54
H -1.542 2.942 0.648 0.56 0.00 0.32
C -0.087 -3.794 -1.053 -0.37 0.25 0.15
C -2.369 -0.493 2.448 -0.04 0.15 -2.75
H -1.194 2.041 2.149 -0.11 0.06 0.01
H 5.119 -2.289 3.263 0.14 -0.11 -0.01
S -3.784 -0.384 3.427 -0.15 -0.12 -0.32
H 1.101 -0.250 -1.842 0.50 0.01 -1.24
S -4.745 3.453 0.429 -0.34 -0.25 -0.69
H 6.503 -0.236 2.032 0.03 -0.27 1.02
C 4.856 -2.593 2.248 1.96 -1.39 0.06
C 0.257 3.809 3.533 -0.18 0.66 1.11
C -0.971 -3.977 1.888 0.01 0.27 -1.40
H 0.735 -3.936 -1.728 0.49 -0.29 -0.25
S -2.960 3.413 -1.939 0.04 -0.01 -0.18
C 2.828 -1.406 -2.008 0.06 -0.22 -0.23
H 5.657 -3.468 -0.300 0.14 -0.19 0.07
H 1.958 -5.270 1.977 0.20 0.29 0.47
C -7.185 1.708 -0.815 0.04 0.57 -0.76
H 2.026 -1.091 -4.732 -0.71 0.15 0.54
C 4.829 -2.942 -0.745 0.09 -0.14 -0.62
C 4.420 -3.241 -2.040 -0.05 -0.54 -0.64
C -0.060 3.916 2.014 -0.18 -0.88 0.94
C 3.202 3.521 0.331 1.36 0.83 -0.95
H 2.675 -4.688 0.431 0.85 0.32 0.00
C 2.176 4.338 0.734 -1.32 0.71 1.21
C 3.373 -2.537 -2.632 0.32 0.59 0.21
H -0.684 4.027 4.099 0.66 -0.15 -0.24
```
Positions in Å, forces in eV/Å.

Population analysis type Löwdin, resulting atomic charges in e: -0.0776 0.0677 0.0937 0.0111 0.0942 0.4198 0.0493 -1.0608 -0.0498 0.9317 0.0867 0.0859 -0.0170 0.0605 -0.3429 0.8979 0.0760 0.6640 -0.0144 0.1134 0.1029 0.0505 0.0997 0.9916 0.1338 -0.0726 0.0469 0.0540 0.0899 0.0219 -0.0812 0.0680 0.1112 0.0968 -0.2829 -1.1744 -0.2058 -0.3681 -1.1482 -0.6238 -0.1455 -0.0688 0.0897 -0.0649 0.0382 -0.0650 0.0797 0.0709 0.0838 -0.2281 0.0898 0.0271 0.1143 -0.1378 0.0486 -0.0742 0.0859 0.0824 0.0922 -0.2023 -0.0752 -0.3569 -0.1248 -1.0206 0.4212 -0.0688 0.0582 -0.2179 -1.2785 0.0299 0.0807 0.9350 0.1111 0.6802 0.0615 -0.0816 -0.0446 -0.1969 0.0179 0.9475 -0.1310 0.0997 0.0260 -0.0397 0.0877 -0.0698 -0.0945 -0.5652 -0.0920 0.0015 -0.0523 -0.0527 0.0893

=====

No. 2
ORCA calculation (the ωB97M-V functional and the def2-TZVPD basis) on a 5-piece molecular cluster, C35H43Br2Cl8NO3S overall at a distorted geometry.

Calculated values
- structure (SMILES) = CCCCCc1c(C)c(O)c(COCC)c2c1Sc1c(Br)ccc(Cc3ccc(C)cc3)c1N2CC(=O)Br.ClCCl.ClCCl.ClCCl.ClCCl
- HOMO energy (eV) = -8.0838
- Kohn-Sham gap (eV) = 8.41
- DFT total energy (eV) = -295719.011

Structure (XYZ):
```
93
Properties=species:S:1:pos:R:3:forces:R:3
H 1.342 2.737 -1.059 -0.87 -0.20 -0.47
Cl 7.251 0.469 -6.665 -0.07 0.10 0.02
H -6.621 -2.528 2.262 1.02 0.46 -0.69
H -0.499 -4.777 4.351 0.98 0.32 -0.54
H 1.888 -5.566 1.043 -0.14 -0.67 0.90
H -3.377 5.058 5.501 0.46 0.36 -0.90
C -4.555 2.124 2.679 0.86 2.02 0.21
C 1.072 -2.721 1.880 -0.28 1.29 0.47
H 3.975 1.073 -6.612 -0.06 -0.06 0.14
H -0.528 -6.463 2.707 0.82 0.64 -0.02
C -3.591 4.792 2.045 -0.48 -2.00 0.85
H 0.985 -3.497 1.080 -0.18 0.73 0.66
C 8.164 -0.385 -5.415 0.04 -0.01 0.21
H -1.976 0.552 -2.534 -0.90 -0.61 0.72
H 3.505 -0.603 1.783 -0.79 0.37 0.33
C 2.683 -0.109 2.362 -0.08 0.14 0.56
C -4.687 2.589 1.275 0.96 1.14 1.62
C 0.179 -5.635 2.450 0.69 0.98 -0.20
C -6.009 -0.607 1.260 1.88 -1.35 -0.35
H -2.460 6.159 4.289 -0.62 -0.87 0.28
C -4.967 0.155 0.541 0.24 -0.91 -0.05
C 3.719 1.580 -5.686 0.09 0.10 -0.24
C 0.359 -4.594 3.634 -1.10 -0.38 0.23
C -3.498 -1.872 0.684 -0.10 1.29 -0.09
H -6.431 1.730 0.294 0.95 0.09 -0.65
H -4.911 1.123 3.025 0.33 0.92 -0.67
H 10.920 -2.059 -9.625 -0.06 0.14 -0.06
Br -4.250 -4.470 1.976 -0.05 1.42 -0.51
Br -4.126 -2.648 -2.781 0.21 0.64 0.08
O -0.758 2.972 -1.518 0.83 -0.45 1.01
C -5.319 1.655 0.161 0.64 -0.72 1.90
O -4.554 0.114 -2.911 0.05 -1.21 -0.01
H -2.023 0.128 5.039 0.05 0.17 -0.03
H 1.605 -7.225 1.703 0.09 0.97 0.32
C -0.493 1.347 0.395 0.68 -1.94 0.57
C -1.021 2.718 -0.132 -0.93 -0.63 0.80
S -1.860 -2.612 0.317 -0.16 0.80 0.80
C -2.757 5.116 4.570 0.57 -0.87 -0.53
H -0.252 -0.021 5.156 -0.02 0.09 -0.09
C -1.298 0.122 0.185 2.76 0.56 1.00
H 7.482 -0.677 -4.621 -0.02 -0.02 -0.17
C -2.436 -0.248 -1.885 1.01 -1.35 -1.43
H 2.423 -5.925 2.721 -0.91 -0.38 -0.56
C -3.784 -0.723 -2.555 0.38 2.15 0.51
C 1.608 -6.136 1.976 -0.31 0.15 -0.74
H -0.299 -5.063 1.599 0.32 -0.82 0.84
H -4.258 4.390 -0.016 -0.07 -0.66 0.89
H 3.039 0.926 2.633 -0.56 -1.03 -0.53
O 1.593 2.344 1.361 -1.35 -0.75 -0.01
C -3.943 2.964 3.722 -0.29 0.71 -2.39
H -0.004 1.440 -3.600 0.54 -0.29 0.98
Cl 9.819 -0.190 -8.709 0.15 0.09 -0.25
H 1.300 -4.829 4.197 -0.76 0.35 -0.53
H 12.045 -0.951 -8.805 -0.08 0.11 -0.08
Cl 11.601 -0.287 -11.021 0.09 -0.07 -0.03
N -2.598 0.257 -0.495 0.03 -1.65 0.72
H -0.700 3.573 0.540 0.00 -0.77 -0.79
C 0.675 1.317 -2.707 -0.33 0.50 0.39
H 0.332 0.451 -2.071 0.50 0.85 -0.73
H 0.708 -2.452 4.029 -0.71 -0.41 -0.65
C -3.655 -0.462 0.223 -2.91 -1.59 1.97
H -0.802 -2.791 3.009 1.10 -0.54 0.52
C -0.769 -1.186 0.659 0.77 1.67 -0.90
H -6.987 -0.127 1.504 1.03 -0.34 -0.36
C 11.185 -1.017 -9.465 0.05 -0.08 0.09
C -5.814 -1.998 1.695 1.65 1.71 -1.25
Cl -0.910 2.138 4.495 0.27 0.05 0.08
H -3.834 2.572 4.766 -0.23 0.37 -1.17
C -4.528 -2.613 1.387 -0.71 1.52 -0.21
Cl 8.946 -1.833 -6.060 -0.11 -0.18 0.40
H -2.144 2.675 -0.029 1.24 0.10 -0.18
C 1.325 -0.085 1.603 -0.61 0.34 -1.75
C 0.549 -1.308 1.372 0.01 0.73 -2.29
C -3.428 4.315 3.415 -1.21 -1.30 -1.12
H 0.897 3.480 -2.637 -0.33 -0.69 0.87
C 0.599 2.677 -1.895 0.71 -0.03 -1.74
C -1.075 0.380 4.568 -0.30 -0.35 0.11
H 2.609 -0.657 3.350 -0.12 0.42 -1.10
Cl 4.351 0.643 -4.326 0.07 -0.02 0.05
Cl -1.017 -0.333 2.946 -2.11 1.05 3.56
C 0.809 1.205 1.108 -1.14 -1.44 -0.35
H -4.955 1.921 -0.861 -0.45 -0.17 0.86
H 1.699 1.144 -3.131 -0.95 0.09 0.79
H 0.964 3.060 1.584 0.51 -0.38 -0.25
H 8.928 0.281 -5.021 -0.03 -0.04 -0.17
H -1.720 -1.123 -1.960 -0.75 0.86 0.37
H -1.793 4.576 4.815 -0.95 0.64 -0.16
Cl 1.962 1.747 -5.590 0.18 0.13 -0.45
H 2.165 -2.626 2.130 -1.06 -0.10 -0.37
C 0.266 -3.079 3.208 0.54 -0.70 -0.69
H -3.208 5.811 1.801 -0.47 -0.99 0.04
H 4.168 2.570 -5.670 -0.08 -0.09 0.11
C -4.208 3.940 1.005 0.44 -0.23 1.64
```
Positions in Å, forces in eV/Å.

Population analysis type Löwdin, resulting atomic charges in e: 0.1130 0.4835 0.1049 0.1071 0.0643 0.0833 -0.0161 -0.1379 0.0174 0.1004 -0.0408 0.0911 -1.0099 0.1242 0.0880 -0.0446 -0.1841 -0.2416 -0.0314 0.0784 -0.1215 -1.0085 -0.2081 -0.4351 0.1148 0.0981 0.0277 0.6537 0.6991 -0.1463 -0.0794 0.0495 0.0312 0.0676 -0.0572 -0.1475 0.9311 -0.0851 0.0297 -0.2175 0.0161 -0.1547 0.0688 -0.7415 -0.1187 0.0779 0.1092 0.0828 -0.0045 -0.0782 0.0582 0.4757 0.0998 0.0272 0.4998 -0.0294 0.1303 -0.1098 0.0664 0.1039 -0.1635 0.0589 -0.4713 0.1129 -1.0238 -0.0948 0.5904 0.0957 -0.6220 0.4832 0.1083 -0.1920 -0.2655 -0.2713 0.1219 -0.2319 -0.8834 0.0855 0.5065 0.8278 -0.1993 0.1123 0.0010 0.1015 0.0309 0.0951 0.0265 0.5684 0.1096 -0.2204 0.1017 0.0301 -0.0543